Record 1
Computed, not measured: a structure of composition C12H10BClHfNO4P, with the ωB97M-V functional and the def2-TZVPD basis.

XYZ file:
```
31
Properties=species:S:1:pos:R:3
C 3.027 1.690 0.985
C 2.710 0.853 -0.236
C 1.188 0.165 -0.222
C -0.080 1.220 -0.338
P 0.118 3.141 -0.508
N 1.201 3.453 -1.713
C -1.594 0.511 -0.300
B -2.936 1.461 -0.359
O -3.918 1.530 -1.459
O -3.177 2.350 0.820
C -1.815 -1.114 -0.206
Cl -3.573 -1.737 -0.176
C -0.529 -2.160 -0.121
C 1.003 -1.489 -0.104
C 2.261 -2.550 0.032
O 3.549 -2.265 -0.209
C 1.937 -4.100 0.562
C 0.585 -4.724 0.556
C -0.655 -3.797 -0.053
O -1.722 -4.510 -0.509
H 2.920 1.130 2.024
H 3.310 2.839 0.919
H 3.428 0.717 -1.151
H 0.548 3.740 0.763
H -1.123 3.788 -0.954
H 1.553 2.558 -2.119
H -4.690 2.098 -1.113
H -3.004 3.305 0.534
H 2.845 -4.708 1.006
H 0.324 -5.802 0.951
Hf -3.690 2.407 2.697
```

## Properties
DFT total energy in eV: -46010.5992
Charge: +4
E_LUMO in eV: -17.62
Frontier orbital gap in eV: 2.95


Record 2
Computed, not measured: the molecule C7H14, with the ωB97M-V functional and the def2-TZVPD basis.

XYZ file:
```
21
Properties=species:S:1:pos:R:3
C 1.694 -0.904 0.938
C 1.123 -0.594 -0.450
C 0.068 0.503 -0.439
C 0.643 1.893 -0.242
C -1.115 0.386 -1.363
C -1.307 0.235 0.124
C -1.719 -1.094 0.716
H 2.670 -1.394 0.872
H 1.827 0.009 1.527
H 1.028 -1.561 1.505
H 1.931 -0.273 -1.122
H 0.715 -1.511 -0.892
H 1.311 2.154 -1.073
H 1.222 1.964 0.687
H -0.148 2.650 -0.197
H -1.480 1.287 -1.852
H -1.198 -0.514 -1.969
H -1.766 1.091 0.619
H -1.459 -1.157 1.780
H -1.237 -1.935 0.205
H -2.803 -1.235 0.628
```

## Properties
DFT total energy in eV: -7485.5636
Relative energy (zero: lowest compared OMol25 entry of this formula, charge and spin) in kcal per mole: 16.9
E_LUMO in eV: 1.13
SMILES: CC[C@@]1(C)C[C@H]1C
Frontier orbital gap in eV: 10.78


Record 3
Computed, not measured: a cluster of 5 separate species, C28H28F5P in total, with the ωB97M-V functional and the def2-TZVPD basis.

XYZ file:
```
62
Properties=species:S:1:pos:R:3
C -3.741 -3.007 0.187
C -2.754 -2.543 -0.642
P -2.170 -0.898 -0.326
C -0.319 -0.769 -0.228
C 0.115 0.692 -0.317
F 0.215 -1.270 0.987
H -4.761 -3.193 -0.139
H -3.526 -3.140 1.245
H -2.340 -3.099 -1.480
H -2.641 -0.628 0.968
H 0.117 -1.369 -1.022
H 1.082 0.803 -0.804
H 0.191 1.071 0.704
H -0.639 1.299 -0.817
F -2.305 0.294 2.954
C -1.521 0.150 4.055
C -0.274 -0.417 3.895
C 0.522 -0.569 5.022
C 0.064 -0.164 6.269
C -1.197 0.401 6.394
C -2.004 0.569 5.277
H 0.041 -0.725 2.907
H 1.506 -1.007 4.923
H 0.690 -0.289 7.142
H -1.559 0.714 7.365
H -2.987 1.007 5.354
F 2.069 -1.465 -2.023
C 3.339 -1.318 -1.574
C 4.330 -1.007 -2.480
C 5.627 -0.852 -2.010
C 5.906 -1.015 -0.660
C 4.886 -1.331 0.227
C 3.582 -1.482 -0.225
H 4.088 -0.889 -3.528
H 6.418 -0.602 -2.704
H 6.919 -0.896 -0.299
H 5.102 -1.461 1.279
H 2.766 -1.720 0.445
F 4.303 0.027 -6.063
C 3.334 -0.781 -6.546
C 2.030 -0.563 -6.149
C 1.039 -1.396 -6.647
C 1.361 -2.428 -7.518
C 2.682 -2.626 -7.896
C 3.684 -1.797 -7.412
H 1.805 0.243 -5.463
H 0.011 -1.237 -6.351
H 0.585 -3.076 -7.900
H 2.938 -3.432 -8.572
H 4.719 -1.929 -7.697
F -6.267 5.836 4.086
C -5.350 4.962 3.620
C -5.343 3.676 4.123
C -4.401 2.780 3.637
C -3.483 3.178 2.676
C -3.516 4.478 2.188
C -4.457 5.384 2.656
H -6.065 3.392 4.876
H -4.390 1.765 4.008
H -2.750 2.478 2.303
H -2.802 4.792 1.438
H -4.505 6.399 2.287
```

## Properties
DFT total energy in eV: -52363.0139
E_LUMO in eV: 0.28
SMILES: C=CP[C@@H](C)F.Fc1ccccc1.Fc1ccccc1.Fc1ccccc1.Fc1ccccc1
Frontier orbital gap in eV: 8.15


Record 4
Computed, not measured: a structure of composition C15H33Br2GeNO5Re, with the ωB97M-V functional and the def2-TZVPD basis.

XYZ file:
```
58
Properties=species:S:1:pos:R:3
Re 0.462 -0.109 -0.480
C -1.259 -2.923 1.101
C -0.338 -2.104 1.997
C -1.036 -1.791 3.313
C 0.949 -2.869 2.244
O 0.014 -0.776 1.414
Ge -1.140 0.872 1.849
O 0.850 1.417 0.417
C 1.777 2.556 0.772
C 1.177 3.327 1.934
C 1.905 3.447 -0.451
C 3.120 1.951 1.158
O -1.600 0.543 0.089
C -2.945 0.652 -0.582
C -2.778 0.289 -2.044
C -3.917 -0.272 0.128
C -3.390 2.101 -0.431
H -1.700 -3.725 1.691
H -0.733 -3.383 0.267
H -2.063 -2.300 0.707
H -1.222 -2.711 3.865
H -2.016 -1.321 3.133
H -0.429 -1.135 3.941
H 0.721 -3.818 2.728
H 1.621 -2.301 2.889
H 1.450 -3.090 1.298
H 0.184 3.710 1.687
H 1.813 4.183 2.154
H 1.129 2.717 2.839
H 0.929 3.798 -0.790
H 2.404 2.929 -1.271
H 2.505 4.315 -0.179
H 2.988 1.136 1.874
H 3.729 2.717 1.634
H 3.658 1.599 0.273
H -2.173 -0.617 -2.148
H -2.306 1.104 -2.591
H -3.751 0.100 -2.493
H -3.689 -1.321 -0.061
H -4.929 -0.084 -0.227
H -3.902 -0.095 1.209
H -2.644 2.777 -0.855
H -3.549 2.348 0.623
H -4.331 2.255 -0.957
Br 0.586 1.206 -2.887
C 0.994 0.382 -4.659
Br 1.726 -1.364 -4.545
H 1.714 1.063 -5.097
H 0.045 0.361 -5.182
N 2.507 -0.860 -0.835
C 2.544 -2.293 -1.246
C 1.157 -2.726 -1.674
O 0.868 -3.723 -2.200
O 0.232 -1.729 -1.279
H 2.936 -0.295 -1.569
H 3.068 -0.724 0.007
H 2.860 -2.931 -0.421
H 3.217 -2.464 -2.082
```

## Properties
DFT total energy in eV: -226521.1413
Charge: +3
Relative energy (zero: lowest compared OMol25 entry of this formula, charge and spin) in kcal per mole: 29.9
E_LUMO (spin up / spin down) in eV: -12.76 / -12.75
Frontier orbital gap (spin up / spin down) in eV: 6.91 / 6.92


Record 5
Computed, not measured: a cluster of 2 separate species, C4H12O in total, with the ωB97M-V functional and the def2-TZVPD basis.

XYZ file:
```
17
Properties=species:S:1:pos:R:3
C -1.214 1.391 -1.626
C -0.082 2.237 -0.880
O 0.944 2.285 -1.822
H -1.567 0.707 -0.988
H -0.507 0.854 -2.551
H -2.077 1.728 -1.996
H -0.426 3.285 -0.861
H 0.623 1.768 -0.095
H 1.951 2.315 -1.575
C -0.107 -2.044 2.179
C 0.708 -2.050 0.906
H -1.068 -2.646 2.091
H 0.612 -2.399 3.038
H -0.664 -1.073 2.510
H 1.371 -1.175 0.976
H 1.254 -3.061 0.695
H 0.249 -2.120 0.002
```

## Properties
DFT total energy in eV: -6386.4476
Relative energy (zero: lowest compared OMol25 entry of this formula, charge and spin) in kcal per mole: 84.7
E_LUMO in eV: 0.83
SMILES: CCO.CC
Frontier orbital gap in eV: 10.70


Record 6
Computed, not measured: a cluster of 2 separate species, C2F4 in total, with the ωB97M-V functional and the def2-TZVPD basis.

XYZ file:
```
6
Properties=species:S:1:pos:R:3
C -0.888 0.746 0.491
C 1.240 -0.801 -0.222
F -2.075 0.665 -0.016
F -0.811 1.987 0.956
F 0.729 -1.809 0.472
F 1.542 -1.394 -1.385
```

## Properties
DFT total energy in eV: -12939.1239
Relative energy (zero: lowest compared OMol25 entry of this formula, charge and spin) in kcal per mole: 74.3
E_LUMO in eV: -0.41
Frontier orbital gap in eV: 10.17


Q: DFT total energy of number 2 (C7H14)?
A: -7485.5636 eV


Q: Which of these has the lowest DFT total energy?
A: C15H33Br2GeNO5Re


Q: DFT total energy of number 6 (C2F4)?
A: -12939.1239 eV